10
Properties=species:S:1:pos:R:3:forces:R:3 method="wB97M-V/def2-TZVPD" fmax_ev_per_a=3.1 energy_ev=-7188.347 relative_energy_kcal_mol=100.1 lumo_ev=0.04 homo_energy_ha=-0.301 homo_lumo_gap_ev=8.23
C 1.0458 0.4491 -1.7503 -1.80 -2.41 0.65
C 0.3857 -0.5290 -1.4263 1.78 2.35 0.47
N -0.1539 -1.4974 -0.7496 -2.41 -1.46 0.07
C -0.7967 -1.3027 0.3784 2.03 -0.92 1.80
N -0.5947 -0.1827 1.0983 -1.24 -0.64 -1.22
C -0.2255 1.0114 1.1674 2.27 -1.78 0.17
H 1.5005 1.3006 -2.0792 0.94 1.47 -0.88
H -1.1641 -2.2224 0.9633 0.20 1.68 -1.15
H 0.8699 1.1381 1.3515 -0.89 0.57 0.32
H -0.8672 1.8351 1.0465 -0.88 1.14 -0.23